(1)
Formula: C4H3IN2
Source: the Open Molecules 2025 dataset
Level of theory: ωB97M-V with the def2-TZVPD basis set

Its energy relative to the best compared isomer or geometry (same formula, charge and spin) is 119.9 kcal/mol. The largest force on an atom comes out at 5.4 eV Å⁻¹. The calculation puts the HOMO-LUMO gap (alpha / beta) at 0.2138 / 0.2140 Eh. The calculation puts the LUMO energy (alpha / beta) at -2.4247 / -2.4230 eV.

Geometry as XYZ:
```
10
Properties=species:S:1:pos:R:3:forces:R:3
C -1.574230 0.973904 -1.527221 -1.7823 0.4721 -2.0586
C 0.412899 -0.020372 1.690402 2.0995 -2.2177 1.8745
C 1.083154 -0.491444 0.629444 -0.4439 0.2148 0.0913
C 0.359536 -0.413277 -0.582615 -3.4252 3.6492 2.1152
N -2.100486 1.221781 -2.554363 0.8304 -0.2646 0.4469
N -1.230638 0.775893 -0.317143 4.2310 -2.9185 0.2990
I 0.783308 -1.152477 -2.307148 0.2380 -0.5746 -1.4503
H 0.743924 -0.309381 2.724401 -0.2762 0.8789 -1.0819
H -0.504236 0.368008 1.457331 -2.1985 1.3102 0.2207
H 2.026768 -0.952636 0.786911 0.7272 -0.5498 -0.4567
```
Forces are in eV/Å.

(2)
Formula: C2H4BrCl
Source: the Open Molecules 2025 dataset
Level of theory: ωB97M-V with the def2-TZVPD basis set

Its energy relative to the best compared isomer or geometry (same formula, charge and spin) is 106.8 kcal/mol. The largest force on an atom comes out at 7.1 eV Å⁻¹. The calculation puts the HOMO-LUMO gap at 0.2993 Eh. The calculation puts the LUMO energy at -1.1879 eV.

Geometry as XYZ:
```
8
Properties=species:S:1:pos:R:3:forces:R:3
C 0.536242 -1.031027 -0.379674 6.0218 -3.2941 -1.9039
C -1.480969 1.277964 0.050363 -0.5377 -0.8614 1.0185
Cl 1.916820 -0.454864 0.669965 -0.5411 -0.2118 -0.2924
Br -0.426584 2.709759 0.391068 0.4290 0.6028 0.0740
H 0.757069 -0.645705 -1.384251 0.2441 -0.6866 0.1340
H 0.527541 -2.160060 -0.309751 -0.3847 1.5952 -0.1494
H -1.587932 0.825213 1.101311 0.0155 0.4029 -1.0326
H -0.242187 -0.521281 -0.139031 -5.2469 2.4530 2.1520
```
Forces are in eV/Å.